(1)
Below is a 3-piece molecular cluster, C30H61BIN3O7P overall in a non-equilibrium geometry, with properties calculated with ωB97M-V/def2-TZVPD.

```
! wB97M-V def2-TZVPD RIJCOSX def2/J DEFGRID3
* xyz -1 3
C 2.1083 0.2032 -1.1869
B 2.6355 -1.1013 -1.9286
O 4.0300 -1.2333 -1.9939
P 1.5353 -2.4850 -2.7810
C 0.3708 -2.5176 -1.2227
C -0.2668 -3.8271 -0.7758
C -1.7984 -3.9046 -1.0771
C -2.4682 -4.7980 -0.0712
O -2.8764 -4.3820 0.9389
O -2.5752 -6.1363 -0.3125
C 0.6440 -3.9170 -3.7260
C 1.4700 -5.1617 -4.0183
C 0.6759 -6.1092 -4.9683
I 2.2559 -6.3679 -2.4460
N 0.5220 -1.1306 -3.6289
C 1.1800 -0.3780 -4.6200
C 1.2568 1.1332 -4.3985
O 1.6286 -0.7983 -5.6226
C -0.8390 -1.2618 -3.8903
C -1.4275 -1.8061 -5.2010
O -1.6374 -0.7727 -3.1566
H 2.7963 1.0271 -1.3979
H 1.1189 0.5321 -1.4914
H 2.1628 -0.0054 -0.1186
H 4.3076 -2.0530 -1.5649
H 2.5116 -2.5223 -3.8771
H 2.3518 -3.4881 -2.0929
H 1.0617 -2.2544 -0.4178
H -0.3669 -1.7099 -1.1883
H -0.2131 -3.8961 0.3113
H 0.1640 -4.7544 -1.1512
H -2.1878 -2.9102 -0.8990
H -1.9931 -4.2724 -2.0848
H -2.7160 -6.2457 -1.2644
H 0.5961 -3.5084 -4.7405
H -0.4064 -4.1003 -3.4740
H 2.3063 -4.8204 -4.6146
H 1.4015 -6.6849 -5.5405
H 0.1759 -6.8398 -4.3388
H -0.0260 -5.5637 -5.5864
H 0.9552 1.6330 -5.3100
H 0.6520 1.4255 -3.5462
H 2.2940 1.3804 -4.1811
H -2.4734 -1.5405 -5.2863
H -0.9005 -1.2925 -6.0051
H -1.3228 -2.8814 -5.2939
C 2.7922 3.6377 4.7599
C 3.6679 3.1032 3.6043
C 4.9110 3.9831 3.4518
C 4.6127 5.3428 2.8206
C 3.8623 5.1714 1.5008
C 2.6043 4.3092 1.6296
N 2.8785 3.0293 2.3418
O 3.4763 2.2302 1.5287
C 1.4988 5.1058 2.3528
C 2.0292 4.0480 0.2373
C 4.0932 1.7089 4.0631
H 1.7830 3.2269 4.7096
H 3.2125 3.3469 5.7233
H 2.7246 4.7235 4.7904
H 5.6505 3.4683 2.8297
H 5.3794 4.1275 4.4287
H 4.0365 5.9678 3.5090
H 5.5496 5.8759 2.6418
H 3.5922 6.1523 1.1020
H 4.5415 4.7212 0.7696
H 0.6468 4.4647 2.5847
H 1.1378 5.9129 1.7141
H 1.8278 5.5856 3.2716
H 2.7453 3.5677 -0.4275
H 1.7437 4.9920 -0.2283
H 1.1391 3.4184 0.2928
H 3.2280 1.0525 4.1717
H 4.5901 1.7727 5.0315
H 4.7953 1.2389 3.3760
C -4.5342 -1.7678 2.1896
C -4.3937 -0.3854 2.8682
C -5.5710 0.5075 2.4679
C -5.4787 1.0154 1.0290
C -4.1322 1.6922 0.7784
C -2.9377 0.8133 1.1542
N -3.0832 0.2354 2.5228
O -2.8193 1.1520 3.3915
C -2.7666 -0.3048 0.1090
C -1.6542 1.6355 1.0349
C -4.4781 -0.6865 4.3641
H -3.5929 -2.3181 2.2099
H -5.2742 -2.3755 2.7122
H -4.8799 -1.7142 1.1599
H -5.6206 1.3729 3.1380
H -6.5074 -0.0396 2.6036
H -5.6286 0.1945 0.3229
H -6.2864 1.7273 0.8405
H -4.0557 1.9785 -0.2728
H -4.0976 2.6247 1.3529
H -2.0156 -1.0282 0.4317
H -2.4308 0.1069 -0.8428
H -3.6843 -0.8422 -0.1181
H -1.6724 2.5317 1.6564
H -1.5202 1.9631 0.0041
H -0.7810 1.0421 1.3123
H -3.6444 -1.3146 4.6833
H -5.4031 -1.2202 4.5830
H -4.4805 0.2168 4.9736
*
```

Properties
HOMO-LUMO gap (alpha / beta) = 6.0 / 5.8 eV
E = -2534.39625 Ha
⟨S²⟩ = 2.01

***

(2)
Below is a 12-piece molecular cluster, C30H61Br23N3O overall in a non-equilibrium geometry, with properties calculated with ωB97M-V/def2-TZVPD.

```
! wB97M-V def2-TZVPD RIJCOSX def2/J DEFGRID3
* xyz 1 1
N -1.4044 3.4124 -4.1255
C -0.4212 2.8003 -4.7009
N -0.6544 1.8828 -5.7496
C 0.3278 0.7496 -5.7371
C 1.0462 0.5071 -4.3673
C 2.3519 -0.3360 -4.5728
C 2.1578 -1.6915 -5.3569
C 2.5983 -2.9534 -4.5416
C 1.4408 -3.6646 -3.7820
O 0.2057 -3.6525 -4.4984
C 1.3442 1.8025 -3.5436
N 0.8923 3.0602 -4.1825
Br 2.0584 3.6705 -5.5103
H -2.3545 3.5131 -4.4927
H -1.2244 3.7810 -3.1874
H -0.6645 2.3339 -6.6644
H -0.2042 -0.1592 -6.1118
H 1.1205 0.9931 -6.4867
H 0.3643 -0.1268 -3.7474
H 3.0488 0.3050 -5.1676
H 2.8561 -0.5289 -3.5993
H 1.1437 -1.8265 -5.7818
H 2.8518 -1.6385 -6.2329
H 3.4112 -2.6771 -3.8311
H 3.0539 -3.6686 -5.2625
H 1.7416 -4.7364 -3.6708
H 1.2939 -3.2943 -2.7410
H -0.5228 -3.6046 -3.8817
H 2.4059 1.9327 -3.2583
H 0.7785 1.7294 -2.5823
Br -1.4181 3.7337 -0.4668
C -2.5695 2.4043 -1.3153
C -3.5271 1.7927 -0.3290
Br -2.6237 0.4951 0.8068
H -1.9166 1.6703 -1.7826
H -3.1126 2.9503 -2.0881
H -4.3019 1.2305 -0.8511
H -3.9933 2.5233 0.3273
Br 3.0683 -2.2715 -8.8348
C 1.3585 -3.2012 -8.8255
C 0.3409 -2.4749 -9.6612
Br -0.3197 -0.9035 -8.7217
H 1.0609 -3.3046 -7.7845
H 1.5645 -4.1874 -9.2396
H -0.5339 -3.1012 -9.8312
H 0.7286 -2.1347 -10.6178
Br -1.3574 -1.7296 3.0900
C 0.4129 -1.5721 2.2941
C 1.3472 -0.8302 3.2100
Br 0.9989 1.0873 3.1706
H 0.2888 -1.0919 1.3265
H 0.7513 -2.5968 2.1454
H 2.3795 -0.9389 2.8772
H 1.2696 -1.1465 4.2464
Br 2.8235 -4.1553 3.6581
C 4.3664 -4.0548 4.8461
C 4.5976 -2.6476 5.3299
Br 5.4178 -1.5417 3.9494
H 5.2124 -4.4652 4.3013
H 4.1235 -4.7100 5.6821
H 5.3045 -2.6391 6.1567
H 3.6832 -2.1459 5.6359
Br -2.8326 6.0935 -2.7348
C -4.0055 6.9534 -4.0307
C -4.9213 5.9514 -4.6824
Br -3.9708 4.8913 -6.0176
H -3.3672 7.4748 -4.7389
H -4.5777 7.6829 -3.4592
H -5.7144 6.4576 -5.2307
H -5.3627 5.2515 -3.9779
Br -3.7161 -2.5487 -1.5914
C -5.1938 -1.9769 -0.4582
C -6.4770 -1.8735 -1.2396
Br -6.5093 -0.2630 -2.3382
H -4.8947 -1.0389 0.0015
H -5.2739 -2.7432 0.3117
H -7.3274 -1.7766 -0.5662
H -6.6408 -2.7152 -1.9069
Br 0.4010 -1.9988 6.7925
C -1.0768 -1.4303 7.9313
C -2.3659 -1.3276 7.1564
Br -2.4176 0.2844 6.0623
H -0.7774 -0.4931 8.3920
H -1.1528 -2.1996 8.6994
H -3.2113 -1.2357 7.8370
H -2.5312 -2.1692 6.4883
Br -0.8601 0.8660 10.9411
C -0.5544 -0.0702 12.6214
C -0.3094 -1.5392 12.3915
Br -1.9672 -2.4845 11.9990
H -1.4141 0.1284 13.2554
H 0.3272 0.4009 13.0543
H 0.0797 -2.0077 13.2944
H 0.3687 -1.7340 11.5644
Br 4.7951 -0.3582 8.0591
C 5.0808 -1.2869 9.7464
C 5.3502 -2.7523 9.5238
Br 3.7122 -3.7180 9.0968
H 4.2053 -1.1003 10.3624
H 5.9468 -0.8033 10.1969
H 5.7271 -3.2155 10.4347
H 6.0477 -2.9384 8.7114
Br 4.9969 2.1595 3.7091
C 3.9243 3.7403 4.0968
C 3.9114 4.0582 5.5701
Br 2.7393 2.8489 6.5475
H 2.9335 3.5528 3.6906
H 4.3956 4.5481 3.5377
H 3.5035 5.0536 5.7412
H 4.8925 3.9882 6.0323
Br -2.2840 2.8030 -9.2531
C -3.4103 1.4739 -10.1238
C -4.4074 0.8827 -9.1604
Br -3.5579 -0.3923 -7.9626
H -2.7416 0.7367 -10.5606
H -3.9241 2.0103 -10.9204
H -5.1648 0.3153 -9.6993
H -4.8936 1.6262 -8.5342
*
```

Properties
HOMO-LUMO gap = 7.3 eV
E = -60621.27517 Ha

***

(3)
Below is a 6-piece molecular cluster, C30H61BrN7O6 overall in a non-equilibrium geometry, with properties calculated with ωB97M-V/def2-TZVPD.

```
! wB97M-V def2-TZVPD RIJCOSX def2/J DEFGRID3
* xyz 1 1
C -1.4670 -1.9594 6.2633
C -2.7718 -2.6748 5.8326
C -2.9999 -2.7500 4.3267
Br -4.3671 -4.1263 4.0118
N -3.4753 -1.4548 3.7524
C -3.9618 -1.3774 2.5347
C -4.4431 -0.2285 1.9234
C -4.3482 0.9206 2.6810
C -3.7776 0.7435 3.9596
C -3.6064 1.9900 4.8118
C -2.3051 2.7653 4.4360
C -1.1297 1.8284 4.0098
C -0.9367 1.7825 2.4662
C -0.8526 0.3726 1.8420
C -0.0170 -0.6508 2.6297
C 0.0313 -1.9655 1.7805
O 1.3455 -2.4681 1.6645
C 1.7189 -3.2599 2.7830
N -3.3703 -0.3729 4.5091
H -0.9899 -2.5236 7.0667
H -1.7494 -0.9991 6.7093
H -0.7772 -1.7487 5.4448
H -3.6706 -2.2848 6.3186
H -2.6941 -3.7128 6.1702
H -2.1046 -3.0193 3.7617
H -3.9859 -2.3030 1.9639
H -4.8390 -0.2147 0.9165
H -4.6654 1.8789 2.2899
H -3.6211 1.7217 5.8697
H -4.4460 2.6662 4.6136
H -2.4767 3.4693 3.6176
H -1.9835 3.3112 5.3269
H -1.1991 0.8443 4.4773
H -0.2334 2.3032 4.4253
H -0.0281 2.3324 2.2044
H -1.7742 2.2976 1.9746
H -0.3659 0.4849 0.8676
H -1.8275 -0.0877 1.6364
H -0.4784 -0.9289 3.5845
H 1.0258 -0.3436 2.7499
H -0.3354 -1.7571 0.7678
H -0.6144 -2.7570 2.2035
H 2.6401 -2.8745 3.2387
H 1.9291 -4.3008 2.5199
H 0.9645 -3.2693 3.5826
C 1.7081 -7.7481 3.0446
C 2.9628 -6.9713 3.3647
O 2.9422 -5.9491 4.0356
N 4.1353 -7.4488 2.8774
C 4.3564 -8.6354 2.0693
H 0.8560 -7.2501 3.4978
H 1.5546 -7.7916 1.9654
H 1.7757 -8.7593 3.4471
H 4.9327 -6.8848 3.1270
H 5.0330 -9.3076 2.5981
H 4.8129 -8.3437 1.1226
H 3.4264 -9.1560 1.8681
C 1.9065 1.0998 -1.5970
C 0.4836 1.3091 -2.0633
O -0.4787 1.0996 -1.3195
N 0.2881 1.7372 -3.3267
C 1.2918 2.0342 -4.3342
H 1.8925 0.7590 -0.5638
H 2.4022 0.3479 -2.2051
H 2.4627 2.0353 -1.6491
H -0.6875 1.8566 -3.5730
H 1.1859 3.0768 -4.6401
H 1.1206 1.3908 -5.1984
H 2.2954 1.8696 -3.9599
C 0.3038 8.0252 -4.9573
C 0.7845 6.6194 -4.6893
O 1.6829 6.1045 -5.3345
N 0.1762 5.9274 -3.6881
C -0.8990 6.3627 -2.8180
H 0.8777 8.4468 -5.7767
H -0.7507 8.0179 -5.2366
H 0.4459 8.6490 -4.0738
H 0.5462 4.9978 -3.5645
H -0.5607 6.3206 -1.7809
H -1.7515 5.6920 -2.9406
H -1.2087 7.3764 -3.0488
C 5.3733 0.1115 -5.5059
C 5.1655 0.9442 -4.2655
O 4.1752 0.8172 -3.5541
N 6.1195 1.8532 -3.9541
C 7.3496 2.1454 -4.6694
H 4.5332 -0.5662 -5.6250
H 5.4324 0.7527 -6.3861
H 6.2870 -0.4774 -5.4176
H 5.9188 2.3751 -3.1153
H 8.1985 1.9689 -4.0077
H 7.3463 3.1930 -4.9725
H 7.4521 1.5222 -5.5508
C -4.6013 1.4704 -3.9006
C -3.2736 1.1758 -4.5539
O -2.4213 2.0392 -4.7113
N -3.0466 -0.0939 -4.9698
C -3.9282 -1.2427 -4.8714
H -4.6364 2.5198 -3.6237
H -5.4185 1.2644 -4.5929
H -4.7199 0.8662 -3.0001
H -2.1418 -0.2208 -5.3966
H -3.4370 -2.0211 -4.2855
H -4.1307 -1.6255 -5.8724
H -4.8675 -0.9807 -4.3965
*
```

Properties
HOMO-LUMO gap = 6.0 eV
E = -4588.22536 Ha

***

(4)
Below is a 7-piece molecular cluster, C30H62BCl2O20S overall, with properties calculated with ωB97M-V/def2-TZVPD.

```
! wB97M-V def2-TZVPD RIJCOSX def2/J DEFGRID3
* xyz -1 1
C -1.1484 -0.0886 3.5277
C -1.1819 0.5804 2.1505
B -1.3643 2.2100 2.1611
Cl -0.4873 2.8569 0.5498
C -2.9002 2.7510 2.0661
C -3.8127 2.3725 3.2601
C -5.0014 1.5084 2.8563
C -4.5575 0.2065 2.2102
S -5.8741 -0.9551 1.9301
O -5.3564 -2.2768 1.7972
O -6.7066 -0.5051 0.8671
Cl -7.0696 -0.9337 3.6158
H -1.1094 -1.1727 3.4027
H -0.2386 0.1819 4.0551
H -1.9961 0.1551 4.1650
H -0.2176 0.3772 1.6894
H -1.9112 0.1136 1.4860
H -0.7434 2.7189 3.0770
H -3.3649 2.4569 1.1223
H -2.8508 3.8369 2.0272
H -4.2552 3.2953 3.6306
H -3.2652 1.9469 4.0966
H -5.6124 1.3001 3.7323
H -5.6088 2.0542 2.1390
H -3.7521 -0.2559 2.7700
H -4.1768 0.4061 1.2136
C 5.8690 6.9434 -0.6248
C 4.4531 7.4585 -0.4793
O 3.5631 6.8432 -1.4159
C 3.1729 5.5992 -1.0953
O 3.4960 4.9972 -0.1059
O 2.3810 5.1580 -2.0660
C 1.9202 3.8056 -1.9004
H 6.2111 7.0549 -1.6553
H 6.5443 7.4923 0.0327
H 5.9297 5.8848 -0.3753
H 4.4231 8.5244 -0.7006
H 4.0823 7.3220 0.5364
H 1.4345 3.6548 -0.9393
H 2.7535 3.1132 -2.0180
H 1.1954 3.6278 -2.6892
C -4.3642 -4.1485 -0.1311
C -3.3139 -4.3639 -1.1997
O -2.1441 -5.0240 -0.6771
C -2.2516 -6.3323 -0.4971
O -3.2042 -7.0234 -0.7521
O -1.0934 -6.7723 0.0182
C -1.0827 -8.1624 0.3373
H -3.9373 -3.6266 0.7166
H -5.1950 -3.5655 -0.5227
H -4.7522 -5.1015 0.2296
H -2.9611 -3.4048 -1.5735
H -3.7063 -4.9236 -2.0491
H -1.3819 -8.7718 -0.5123
H -1.7389 -8.3533 1.1855
H -0.0642 -8.4239 0.6135
C -9.9521 5.2532 -1.8720
C -8.9303 5.0204 -2.9653
O -7.8096 4.2661 -2.4932
C -8.0153 2.9494 -2.3720
O -9.0358 2.3687 -2.6478
O -6.9035 2.4020 -1.9000
C -6.9921 0.9920 -1.6410
H -9.4795 5.7116 -1.0025
H -10.7484 5.9077 -2.2282
H -10.3975 4.3136 -1.5482
H -8.5198 5.9715 -3.3005
H -9.3755 4.5288 -3.8303
H -7.3450 0.4587 -2.5219
H -7.6476 0.8071 -0.7987
H -5.9930 0.6536 -1.3921
C 1.0642 -8.1553 4.3707
C 2.1151 -8.3079 3.2918
O 3.3055 -8.9331 3.7976
C 3.2371 -10.2528 3.9518
O 2.2958 -10.9559 3.6868
O 4.4029 -10.6711 4.4533
C 4.4495 -12.0694 4.7404
H 1.4771 -7.6264 5.2303
H 0.2083 -7.5978 3.9907
H 0.7160 -9.1272 4.7181
H 2.4215 -7.3262 2.9368
H 1.7333 -8.8659 2.4371
H 4.1630 -12.6574 3.8716
H 3.7989 -12.3030 5.5819
H 5.4776 -12.2975 5.0068
C 6.1767 13.8027 -0.7062
C 6.5636 13.4087 -2.1158
O 7.8521 12.7767 -2.1578
C 7.8729 11.5012 -1.7683
O 6.9246 10.8522 -1.4125
O 9.1339 11.0696 -1.8329
C 9.3152 9.7331 -1.3589
H 6.9557 14.4197 -0.2565
H 5.2416 14.3624 -0.7118
H 6.0470 12.9239 -0.0764
H 6.6557 14.2957 -2.7399
H 5.8148 12.7610 -2.5703
H 8.6374 9.0426 -1.8556
H 9.1641 9.6962 -0.2811
H 10.3398 9.4514 -1.5829
C 0.7490 -7.7576 -2.4863
C 1.7594 -6.6752 -2.1787
O 3.0969 -7.0821 -2.5189
C 3.4011 -7.0306 -3.8127
O 2.6805 -6.6623 -4.7039
O 4.6590 -7.4618 -3.9587
C 5.1001 -7.5282 -5.3150
H 1.0328 -8.6948 -2.0036
H -0.2345 -7.4612 -2.1359
H 0.6885 -7.9486 -3.5574
H 1.7779 -6.4759 -1.1092
H 1.5116 -5.7415 -2.6811
H 4.9488 -6.5786 -5.8231
H 4.5756 -8.3231 -5.8434
H 6.1619 -7.7558 -5.2856
*
```

Properties
HOMO-LUMO gap = 7.3 eV
E = -4028.68592 Ha